# 1
Computed, not measured: 11 unconnected molecules or ions with the total composition C24H55N22O12 in a non-equilibrium geometry, with the ωB97M-V functional and the def2-TZVPD basis.

Last column: Löwdin charge in e.
CARTESIAN COORDINATES (ANGSTROEM)
1 C 3.40249 -3.29457 -3.30386  -0.031
2 C 2.49325 -2.14478 -2.98948  -0.243
3 C 2.77337 -1.24295 -1.96842  -0.025
4 C 1.92846 -0.19682 -1.64336  -0.033
5 C 0.75152 -0.02830 -2.36886  -0.258
6 C -0.21071 1.08315 -2.01147  -0.043
7 N -1.61489 0.59568 -2.03131  0.027
8 C -2.50588 1.20384 -2.85109  0.013
9 C -3.80882 0.80380 -2.95843  0.039
10 C -4.21563 -0.29414 -2.18713  -0.088
11 C -5.61554 -0.89779 -2.22039  -0.458
12 O -6.63296 -0.28538 -2.20860  0.178
13 O -5.58553 -2.26513 -2.27477  0.084
14 C -3.31426 -0.89665 -1.33345  0.094
15 C -2.00193 -0.43168 -1.25624  -0.231
16 N -1.13208 -1.07019 -0.35538  0.165
17 C 0.46672 -0.90897 -3.40979  -0.046
18 C 1.31965 -1.95399 -3.73499  -0.014
19 H 3.57969 -3.90092 -2.41449  0.086
20 H 2.92787 -3.95269 -4.02761  0.078
21 H 4.37532 -2.96924 -3.66603  0.091
22 H 3.67690 -1.37002 -1.38495  0.094
23 H 2.14125 0.49985 -0.84145  0.121
24 H 0.02690 1.55022 -1.05986  0.142
25 H -0.14856 1.82127 -2.80693  0.133
26 H -2.12418 2.03560 -3.42100  0.147
27 H -4.48547 1.32124 -3.61915  0.139
28 H -5.47277 -2.54607 -3.19215  0.140
29 H -3.59272 -1.74149 -0.72231  0.127
30 H -0.58893 -1.75321 -0.88654  0.120
31 H -0.45210 -0.42106 0.02765  0.098
32 H -0.44338 -0.78712 -3.99384  0.107
33 H 1.11486 -2.63577 -4.55852  0.073
34 C 3.63228 -1.48065 1.71338  -0.671
35 O 4.26968 -1.45726 0.67193  0.013
36 N 2.49259 -2.23546 1.84647  0.148
37 N 3.99306 -0.77023 2.81456  0.169
38 H 1.95218 -2.28058 2.68921  0.090
39 H 2.20814 -2.77904 1.05385  0.093
40 H 4.82575 -0.20228 2.75736  0.093
41 H 3.47946 -0.78285 3.67489  0.098
42 C -5.04493 -2.24314 1.87566  -0.686
43 O -4.23793 -3.15214 1.93661  0.029
44 N -5.20629 -1.32597 2.87280  0.158
45 N -5.85327 -2.06722 0.77938  0.156
46 H -5.86721 -0.57287 2.83622  0.097
47 H -4.62885 -1.42822 3.68643  0.107
48 H -5.75888 -2.73245 0.03382  0.085
49 H -6.52265 -1.32410 0.69451  0.097
50 C -6.02397 3.53296 -0.29063  -0.679
51 O -5.48961 3.98918 0.70767  0.017
52 N -6.85636 4.24337 -1.08810  0.159
53 N -5.80371 2.22987 -0.68424  0.148
54 H -7.29843 3.88127 -1.91032  0.078
55 H -7.03252 5.19622 -0.84442  0.087
56 H -5.19141 1.69138 -0.10018  0.087
57 H -6.19042 1.78349 -1.49335  0.054
58 C 7.71026 0.30037 4.45804  -0.682
59 O 6.80864 1.06051 4.10475  -0.023
60 N 7.51722 -1.02840 4.67032  0.165
61 N 8.97978 0.74144 4.66188  0.162
62 H 8.24437 -1.66209 4.96196  0.058
63 H 6.59338 -1.38854 4.53012  0.088
64 H 9.16041 1.71434 4.51087  0.079
65 H 9.73849 0.14905 4.94119  0.099
66 C -0.51842 -3.56096 -6.98033  -0.659
67 O 0.46620 -3.34445 -6.29119  0.016
68 N -0.43757 -4.17321 -8.19212  0.162
69 N -1.78042 -3.20354 -6.58550  0.151
70 H -1.23060 -4.36152 -8.77500  0.098
71 H 0.47481 -4.44661 -8.50755  0.111
72 H -1.87021 -2.75368 -5.69543  0.089
73 H -2.60099 -3.37172 -7.13535  0.093
74 C -8.83731 6.64802 -3.12270  -0.658
75 O -8.05298 5.70748 -3.01031  -0.010
76 N -9.02471 7.55671 -2.11769  0.154
77 N -9.57263 6.86076 -4.23910  0.158
78 H -9.65763 8.33025 -2.18634  0.096
79 H -8.49758 7.43631 -1.27455  0.097
80 H -9.47067 6.21793 -5.00006  0.093
81 H -10.21805 7.61944 -4.34809  0.080
82 C -11.97277 6.84052 -7.31130  -0.665
83 O -11.40978 7.15693 -6.27321  0.008
84 N -11.56418 7.29755 -8.52969  0.155
85 N -13.05250 6.00778 -7.32730  0.155
86 H -12.01119 7.05346 -9.39247  0.096
87 H -10.77398 7.91450 -8.54741  0.106
88 H -13.37615 5.65882 -6.44474  0.106
89 H -13.53155 5.73612 -8.16425  0.096
90 C 8.53905 -4.62255 6.18692  -0.665
91 O 8.77767 -3.43331 6.01234  0.000
92 N 7.52576 -5.05726 6.97544  0.157
93 N 9.29362 -5.59871 5.59306  0.147
94 H 7.32589 -6.02506 7.13347  0.093
95 H 6.96108 -4.37181 7.43982  0.069
96 H 10.05153 -5.30214 5.00806  0.100
97 H 9.12756 -6.57831 5.71769  0.090
98 C 11.60563 2.71175 3.03313  -0.684
99 O 11.58712 1.52089 3.28600  0.020
100 N 10.50521 3.36994 2.55177  0.150
101 N 12.71962 3.48480 3.20883  0.149
102 H 10.49326 4.34824 2.33667  0.092
103 H 9.67340 2.82764 2.40342  0.099
104 H 13.54098 3.02994 3.56015  0.103
105 H 12.75349 4.46519 3.00634  0.091
106 C 5.56648 -4.75177 10.38320  -0.661
107 O 6.19898 -4.72111 9.33745  0.012
108 N 4.45894 -5.53359 10.54477  0.153
109 N 5.92373 -4.00757 11.46693  0.157
110 H 3.92821 -5.57471 11.39346  0.095
111 H 4.17325 -6.09284 9.76370  0.103
112 H 6.73498 -3.42475 11.37540  0.109
113 H 5.42419 -4.01540 12.33523  0.096

Forces on the atoms, in the same order (eV/Å):
-0.156 -0.253 0.266
-0.560 0.361 -0.256
0.695 -0.108 0.265
-0.639 0.082 -0.393
0.134 -0.278 0.229
0.420 -0.421 -0.871
-0.389 0.454 0.135
0.035 0.224 -0.119
-0.153 -0.436 0.355
-0.159 -0.283 0.208
0.345 0.074 -0.634
0.095 0.339 0.126
-0.013 0.081 0.061
0.248 0.127 -0.404
-0.143 -0.631 0.750
0.075 0.473 -0.586
-0.224 0.006 -0.244
0.529 -0.160 0.393
0.078 0.091 0.100
0.129 0.046 -0.218
0.005 0.053 -0.106
-0.048 0.006 0.029
0.277 -0.140 0.111
-0.126 0.007 0.101
-0.153 0.331 0.198
0.048 0.046 -0.018
-0.028 0.064 -0.039
0.008 -0.205 0.019
0.058 -0.003 0.140
-0.038 -0.214 0.295
0.049 -0.061 0.025
0.014 0.050 -0.016
-0.186 0.343 0.224
0.066 -0.007 0.178
-0.045 -0.006 0.070
-0.143 0.094 -0.112
0.186 0.119 -0.109
0.046 -0.030 0.035
0.060 -0.065 0.020
0.012 0.027 0.125
-0.003 -0.006 0.006
-0.054 0.025 0.104
0.080 0.038 -0.098
0.065 0.028 -0.041
0.152 0.233 -0.218
-0.036 -0.025 0.005
-0.013 -0.016 0.015
-0.176 -0.113 0.076
-0.109 -0.080 0.081
-0.134 0.168 -0.051
0.043 -0.095 -0.013
0.267 -0.409 0.376
0.344 -0.253 0.041
-0.049 0.169 -0.099
-0.011 0.098 -0.149
-0.028 0.067 0.102
-0.313 0.124 0.012
0.087 -0.089 0.058
-0.185 -0.113 -0.132
0.026 0.095 -0.100
-0.172 0.069 0.131
-0.094 -0.115 0.145
-0.001 -0.026 0.008
0.085 -0.008 -0.012
0.043 -0.018 -0.128
0.074 -0.083 -0.109
-0.216 -0.067 -0.162
0.031 -0.007 -0.022
-0.033 0.050 0.036
-0.010 0.002 0.008
0.002 0.001 0.003
0.023 -0.024 0.012
0.017 -0.020 -0.027
-0.076 0.033 -0.171
-0.157 0.177 -0.004
0.075 -0.067 0.065
0.277 -0.042 0.270
-0.014 -0.003 -0.031
-0.003 0.031 0.008
-0.109 0.028 -0.056
-0.093 -0.074 -0.127
-0.080 0.028 -0.075
-0.018 -0.005 -0.080
0.069 0.003 0.016
0.013 -0.038 0.055
-0.026 -0.004 0.009
-0.009 0.016 0.005
-0.006 0.014 0.006
0.004 0.023 -0.016
-0.031 -0.155 0.014
0.011 0.088 -0.106
0.133 0.159 -0.495
0.038 0.049 -0.054
0.035 -0.010 0.104
0.025 -0.064 0.260
0.005 0.014 0.011
-0.017 -0.003 0.033
-0.025 0.047 -0.082
0.080 0.004 0.075
-0.063 -0.025 0.061
0.023 -0.011 0.019
0.018 0.007 0.007
0.017 -0.016 -0.059
-0.002 -0.014 0.001
-0.023 0.002 -0.011
0.013 0.046 0.054
-0.240 -0.039 0.156
-0.011 -0.023 -0.055
0.043 0.043 -0.002
0.019 0.010 0.018
0.002 -0.002 -0.003
0.003 -0.005 -0.010
-0.014 -0.018 -0.003

Calculated values
Energy above the lowest of the compared OMol25 structures with the same formula, charge and spin: 0.280 eV
Net charge: +1

***

# 2
Computed, not measured: a molecular structure, C24H56AgCdO13S9 in a non-equilibrium geometry, with the ωB97M-V functional and the def2-TZVPD basis.

Last column: Löwdin charge in e.
CARTESIAN COORDINATES (ANGSTROEM)
1 Cd 3.66671 -0.50905 -0.89350  1.380
2 Ag -4.21424 -1.38628 0.72904  0.840
3 C -0.52990 -0.89732 -1.35432  0.023
4 C 0.79763 -0.96328 -0.93408  -0.331
5 C 1.12463 -0.71285 0.57784  -0.355
6 O 2.32131 -0.58643 0.90555  -0.088
7 C 0.06869 -0.70916 1.48223  0.019
8 C -1.25439 -0.81173 1.06777  -0.360
9 C -1.57555 -0.80658 -0.41613  -0.320
10 O -2.78664 -0.84856 -0.75512  -0.131
11 O -2.18360 -0.94542 1.88725  -0.080
12 O 1.77817 -1.10317 -1.73099  -0.151
13 H -0.65384 -0.96856 -2.42805  0.099
14 H 0.34759 -0.77002 2.52588  0.116
15 C 6.45146 2.24422 0.61879  -0.234
16 S 5.62513 0.89134 1.42925  0.883
17 O 5.24405 -0.14297 0.38902  -0.653
18 C 7.03491 0.15490 2.21879  -0.238
19 H 7.14964 1.82160 -0.11177  0.070
20 H 6.99419 2.84300 1.34510  0.072
21 H 5.76677 2.82525 0.00403  0.051
22 H 6.65704 -0.69031 2.79205  0.063
23 H 7.47237 0.87985 2.90482  0.069
24 H 7.77603 -0.21804 1.51415  0.073
25 C 3.52294 -3.96274 -2.98338  -0.250
26 S 4.29232 -3.96728 -1.36382  0.920
27 O 4.16582 -2.54632 -0.87680  -0.669
28 C 2.98576 -4.84274 -0.51258  -0.236
29 H 4.18881 -3.54862 -3.73623  0.058
30 H 2.55624 -3.47156 -2.88787  0.051
31 H 3.39373 -5.00921 -3.27135  0.063
32 H 3.38854 -5.16453 0.44774  0.059
33 H 2.70106 -5.72490 -1.08245  0.064
34 H 2.13851 -4.19009 -0.30765  0.066
35 C -4.19286 2.14944 -1.15009  -0.287
36 S -4.04485 3.88284 -0.74929  0.809
37 O -5.03647 4.17946 0.29271  -0.528
38 C -2.43780 3.78924 0.05182  -0.263
39 H -4.14315 1.52244 -0.25910  0.031
40 H -3.32266 1.85340 -1.74524  0.046
41 H -5.08952 1.93779 -1.72579  0.053
42 H -2.40291 3.00653 0.81247  0.059
43 H -2.29637 4.75354 0.53300  0.062
44 H -1.72077 3.56427 -0.73355  0.020
45 C -4.31071 -1.27977 4.19796  -0.290
46 S -4.27090 -1.71283 5.94909  0.792
47 O -5.63370 -1.49034 6.47229  -0.522
48 C -4.14022 -3.47759 5.74316  -0.277
49 H -5.34312 -1.48775 3.89876  0.058
50 H -3.61065 -1.85798 3.59358  0.027
51 H -4.11382 -0.22306 4.04074  0.019
52 H -4.36440 -3.84921 6.75174  0.054
53 H -3.12747 -3.86803 5.62885  0.057
54 H -4.88688 -3.96103 5.11509  0.065
55 C 0.81233 3.42470 1.75241  -0.261
56 S 2.61043 3.35374 1.88545  0.766
57 O 2.89652 4.74436 2.32626  -0.527
58 C 2.67904 2.30211 3.32957  -0.265
59 H 0.43350 4.12079 2.50116  0.064
60 H 0.21928 2.50923 1.75698  0.052
61 H 0.66902 3.94734 0.80010  0.026
62 H 3.57126 2.55878 3.90232  0.054
63 H 2.53871 1.24343 3.11092  0.042
64 H 1.88958 2.55398 4.04921  0.053
65 C -0.60042 -2.00803 -5.65255  -0.289
66 S 0.77323 -1.44176 -6.63635  0.833
67 O 0.44381 -0.14206 -7.27043  -0.545
68 C 1.84824 -0.98673 -5.24617  -0.256
69 H -0.87396 -1.42201 -4.77844  0.031
70 H -0.41243 -3.06870 -5.46409  0.064
71 H -1.48814 -2.05429 -6.29134  0.039
72 H 2.60977 -1.74696 -5.05253  0.032
73 H 1.27645 -0.97517 -4.31674  0.012
74 H 2.31886 -0.02816 -5.44144  0.043
75 C -1.29947 0.46130 4.83405  -0.264
76 S -1.39786 2.08121 5.65219  0.831
77 O -1.17280 3.11784 4.61824  -0.556
78 C -3.17574 1.99382 5.90459  -0.264
79 H -1.60935 -0.26058 5.58884  0.038
80 H -0.23396 0.40745 4.60246  0.031
81 H -1.85193 0.36509 3.90227  0.030
82 H -3.74042 1.62040 5.05275  0.040
83 H -3.52641 2.99859 6.13811  0.058
84 H -3.41377 1.35140 6.75622  0.054
85 C -3.33093 -2.87650 -3.45994  -0.267
86 S -4.49244 -2.73501 -4.82855  0.831
87 O -3.67317 -2.96399 -6.04393  -0.548
88 C -4.84016 -0.98145 -4.71360  -0.261
89 H -2.54347 -2.13184 -3.49991  0.022
90 H -2.99048 -3.90808 -3.53331  0.055
91 H -3.87756 -2.80728 -2.51994  0.037
92 H -4.19489 -0.43212 -5.40421  0.063
93 H -4.70723 -0.61325 -3.69476  0.039
94 H -5.83722 -0.67010 -5.02782  0.052
95 C 0.76382 2.58026 -1.76211  -0.232
96 S 2.53166 2.82741 -1.52691  0.872
97 O 2.99599 1.55356 -0.86731  -0.669
98 C 2.95015 2.77776 -3.28326  -0.222
99 H 0.64789 1.68422 -2.37276  0.056
100 H 0.30772 3.48342 -2.15459  0.072
101 H 0.41407 2.31681 -0.76412  0.030
102 H 2.59223 3.70567 -3.72138  0.071
103 H 2.53225 1.85737 -3.68872  0.044
104 H 4.03577 2.71830 -3.35826  0.059

Forces on the atoms, in the same order (eV/Å):
-0.543 0.231 -0.123
-0.314 0.024 0.791
0.589 -0.021 0.246
0.282 0.892 0.183
-0.124 -0.312 -0.424
-0.221 -0.154 0.040
0.381 -0.065 -0.107
0.725 -0.098 0.882
-0.218 -0.691 -1.176
0.663 0.370 -0.579
-0.984 -0.069 -0.164
-1.233 -0.177 -0.027
-0.555 -0.023 0.093
-0.303 0.202 0.078
0.500 -0.376 -1.168
-0.385 0.105 0.427
1.489 0.457 0.364
0.145 -0.211 0.365
0.194 -0.106 0.285
-0.197 0.113 0.076
-0.366 0.135 0.524
-0.052 0.041 0.034
-0.002 0.008 -0.012
-0.090 0.214 -0.229
0.048 -0.778 -0.033
-0.362 0.196 -0.381
0.794 -1.117 0.062
0.115 -0.295 0.521
-0.022 0.430 0.197
0.063 0.205 -0.182
-0.131 0.012 0.074
0.041 -0.007 -0.033
-0.028 0.021 -0.026
0.018 0.147 -0.344
0.744 -0.755 -0.191
0.066 0.147 -0.392
-0.479 0.080 0.510
-0.218 -0.408 0.074
-0.241 0.202 0.229
-0.088 0.134 -0.158
-0.135 0.245 0.080
-0.169 -0.001 0.021
0.240 0.064 -0.165
0.256 0.263 0.043
-0.468 -0.092 -0.478
0.330 -0.100 -0.227
-0.193 0.282 0.018
0.131 -1.132 1.336
0.022 -0.056 -0.021
0.135 -0.025 0.244
0.021 0.025 0.184
-0.224 0.233 -0.004
0.057 0.398 -0.692
0.104 0.381 -0.414
-0.444 0.419 -0.858
-0.789 0.179 0.515
0.609 -0.027 -0.053
-0.589 0.110 1.357
0.286 -0.241 0.363
0.378 -0.230 0.079
-0.141 -0.114 -0.009
0.396 -0.394 -0.473
0.481 0.006 -0.326
-0.228 0.298 -0.408
-0.808 -0.656 -0.643
0.398 0.542 -0.049
-0.249 0.044 -0.002
0.113 -0.744 0.921
0.414 0.074 0.088
0.141 0.128 0.538
0.129 0.205 -0.158
0.110 0.025 -0.392
-0.072 0.414 -0.070
-0.091 0.010 -0.258
0.773 0.580 0.362
-0.870 -0.551 -0.409
0.278 0.197 -0.339
-0.556 0.142 0.559
0.165 -0.249 -0.140
-0.020 -0.496 0.071
-0.240 0.280 0.108
0.308 0.136 -0.275
0.100 0.024 0.004
0.205 0.008 0.043
-0.621 -0.219 0.252
-0.236 -0.361 0.056
0.031 0.133 -0.269
-0.018 1.209 -0.053
0.101 -0.083 -0.079
0.373 0.120 -0.103
-0.036 0.234 0.043
0.416 -0.261 0.212
0.149 -0.103 -0.005
-0.204 -0.696 0.013
0.566 -0.639 0.515
-0.384 0.587 -0.326
0.209 0.548 -0.507
0.509 -0.520 0.711
-0.162 0.210 -0.272
-0.102 -0.036 -0.080
-0.243 0.284 -0.005
-0.137 -0.126 -0.211
-0.222 0.208 -0.276
0.013 0.203 0.001

Calculated values
Net charge: +1

***

no.,frontier orbital gap (eV)
1,6.2
2,7.1